DFT (ωB97M-V/def2-TZVPD) results for a structure of composition C11H14S3 in a non-equilibrium geometry.

Structure (XYZ):
```
28
Properties=species:S:1:pos:R:3:forces:R:3
C 1.434 2.769 4.070 -0.079 0.038 -0.380
C 0.999 1.538 3.290 0.409 -0.109 0.480
C -0.364 1.247 3.167 0.021 -1.359 -1.166
C -0.800 0.221 2.286 1.199 -0.113 0.460
C 0.175 -0.586 1.634 0.886 2.041 0.506
S -0.323 -1.908 0.638 -0.541 -0.729 -1.775
C 1.572 -0.339 1.827 -0.837 0.197 0.720
C 1.969 0.697 2.714 -1.009 -0.893 -0.784
H 2.520 2.878 4.082 -0.066 -0.062 -0.043
H 1.012 3.663 3.591 0.176 -0.187 0.023
H 1.086 2.800 5.095 -0.156 -0.250 0.266
H -1.077 1.722 3.818 -0.186 0.496 -0.207
H -1.859 -0.020 2.121 0.537 0.196 0.259
H 2.299 -1.005 1.314 -0.547 0.579 0.559
H 3.006 0.762 3.031 -0.046 0.367 -0.387
C -1.174 -1.403 -4.364 0.011 -0.274 0.334
C 0.246 -1.343 -3.836 0.218 0.245 -0.084
S 0.528 -2.139 -2.239 1.485 -0.379 0.419
C -0.489 -1.173 -1.100 0.256 0.998 0.110
S -2.151 -1.510 -1.721 -1.243 0.262 0.959
C -2.140 -0.782 -3.374 -0.109 0.318 -0.043
H -1.238 -0.886 -5.324 0.010 0.050 0.011
H -1.448 -2.442 -4.521 -0.074 -0.213 -0.101
H 0.960 -1.823 -4.526 -0.244 0.159 0.335
H 0.557 -0.309 -3.697 0.079 0.205 -0.251
H -0.211 -0.049 -1.029 -0.470 -1.835 -0.215
H -1.905 0.269 -3.222 -0.061 0.240 -0.217
H -3.183 -0.849 -3.725 0.380 0.009 0.212
```
Positions in Å, forces in eV/Å.

## Properties
**Energy**: -1622.08948 Ha
**Largest force on an atom**: 0.044 hartree/bohr

***

DFT (ωB97M-V/def2-TZVPD) results for the molecule C11H15B in a non-equilibrium geometry.

Structure (XYZ):
```
27
Properties=species:S:1:pos:R:3:forces:R:3
B 0.891 0.903 -0.149 -1.629 2.890 0.979
C -4.325 -0.163 0.246 -1.096 3.942 0.106
C -3.736 -1.180 -0.388 -1.663 -3.012 0.762
C -3.550 0.967 0.612 -1.448 0.394 -0.188
C -2.383 -1.268 -0.477 1.344 1.440 -0.302
C -2.200 0.975 0.457 0.859 -1.535 0.947
C -1.604 -0.196 -0.044 -0.500 1.149 -0.141
C -0.189 -0.154 -0.325 2.324 -1.698 -0.390
C 1.006 -0.092 0.922 -0.176 -2.559 -1.297
C 1.227 2.345 -0.547 -0.066 -0.722 -0.600
C 2.850 -1.130 -0.575 -1.307 3.074 -0.170
C 2.162 -1.077 0.796 1.287 -0.445 0.707
H -5.421 -0.027 0.170 0.712 -0.360 0.571
H -4.460 -2.006 -0.507 0.938 0.060 -0.952
H -4.044 1.897 0.866 -0.158 -0.136 0.442
H -1.862 -1.953 -1.085 0.243 -1.360 -0.272
H -1.497 1.694 0.877 -0.585 0.501 -0.403
H -0.027 -0.876 -1.146 0.666 0.032 0.621
H 0.520 -0.069 1.877 -0.018 0.410 0.395
H 2.024 1.936 -1.218 -0.151 0.849 -0.563
H 1.733 3.035 0.141 -0.356 -0.345 -0.111
H 0.349 2.746 -1.095 1.020 0.177 0.025
H 2.028 -1.087 -1.294 0.685 -0.871 -0.732
H 3.633 -1.833 -0.699 0.184 -1.109 -0.230
H 3.377 -0.119 -0.706 -0.628 -1.152 0.120
H 3.026 -0.694 1.335 -0.327 0.177 1.149
H 1.957 -2.063 1.245 -0.155 0.210 -0.472
```
Positions in Å, forces in eV/Å.

## Properties
**SMILES**: CC[C@H]1B(C)[C@@H]1c1ccccc1
**Energy**: -452.88302 Ha
**Largest force on an atom**: 0.080 hartree/bohr

***

DFT (ωB97M-V/def2-TZVPD) results for the ion C11H15BrNO2 with charge +1 in a non-equilibrium geometry.

Structure (XYZ):
```
30
Properties=species:S:1:pos:R:3:forces:R:3
C 3.701 1.669 -0.515 1.372 -1.163 -0.980
C 3.546 0.774 0.547 0.887 1.077 1.175
C 2.585 2.164 -1.160 0.648 1.678 -1.107
C 2.322 0.460 1.082 -1.119 2.628 -3.375
C 1.333 1.994 -0.623 0.895 -0.883 0.520
C 1.189 1.127 0.453 0.870 -0.475 0.764
C -0.358 -1.482 0.135 -1.781 -1.072 -2.714
C -1.040 -2.398 -0.892 -1.196 -0.946 2.552
C -3.015 -1.085 -0.698 0.805 -0.898 -1.142
C -2.394 -0.198 0.297 0.788 1.688 0.742
C -0.144 0.827 0.994 1.711 -3.649 0.055
N -0.874 -0.130 0.067 -1.843 0.606 0.314
O -2.478 -2.418 -0.611 0.461 0.786 -0.175
O -2.546 -0.516 1.593 0.146 -0.015 0.739
Br -3.063 1.693 -0.161 0.284 -0.933 0.332
H 4.750 1.764 -0.903 -1.262 0.441 0.331
H 4.400 0.544 1.194 0.032 -0.419 -0.830
H 2.581 2.861 -2.042 0.754 -0.892 0.918
H 2.360 -0.196 1.887 -0.901 -0.946 1.449
H 0.604 2.590 -1.123 -1.189 -0.124 0.247
H -0.610 -1.924 1.031 -0.222 -0.556 2.256
H 0.635 -1.578 -0.102 2.675 0.588 -0.034
H -0.994 -2.305 -1.935 0.916 0.873 -1.550
H -0.540 -3.354 -0.604 -1.109 0.173 -0.506
H -4.000 -1.100 -0.358 -2.015 -0.582 0.184
H -3.062 -0.564 -1.691 0.517 -0.922 0.414
H 0.094 0.123 1.789 -0.506 0.329 0.618
H -0.756 1.555 1.370 -1.598 2.042 0.352
H -0.864 0.068 -0.916 0.648 1.229 -0.742
H -3.362 -0.964 1.895 0.330 0.338 -0.806
```
Positions in Å, forces in eV/Å.

## Properties
**Charge**: +1
**SMILES**: O[C@]1(Br)COCC[N@@H+]1Cc1ccccc1
**Energy**: -3207.08525 Ha
**Largest force on an atom**: 0.086 hartree/bohr

***

DFT (ωB97M-V/def2-TZVPD) results for a structure of composition C11H15ClMnNO3SYb in a non-equilibrium geometry.

Structure (XYZ):
```
34
Properties=species:S:1:pos:R:3:forces:R:3
Yb 2.259 -2.909 -1.356 0.579 1.263 0.224
Cl -0.212 -2.561 -1.176 -0.443 -0.658 0.038
C 3.311 -3.637 0.664 -0.122 -0.167 -0.509
C 2.585 -3.762 -3.531 0.117 -0.142 0.262
H 4.242 -4.211 0.549 -0.076 0.043 0.111
H 3.556 -2.714 1.214 -0.068 -0.173 0.007
H 2.627 -4.239 1.285 0.181 0.137 0.020
H 3.491 -4.339 -3.765 -0.093 0.075 -0.029
H 2.586 -2.870 -4.180 -0.047 -0.155 -0.035
H 1.722 -4.386 -3.816 0.133 0.149 -0.075
Mn 0.600 -0.252 -0.999 -0.496 -0.772 0.699
C 0.072 0.895 -2.432 0.257 1.095 -0.997
C 2.447 -0.118 -1.173 1.865 -1.369 -0.900
H 0.892 0.856 -3.169 -0.670 0.409 -0.030
H -0.905 0.548 -2.814 0.427 0.142 0.167
H 0.004 1.872 -1.908 -0.017 -0.308 -0.703
H 2.839 0.296 -2.138 0.014 -0.380 0.790
H 3.160 0.076 -0.335 -0.667 0.321 -0.430
O -2.497 -0.089 -0.691 0.229 0.757 1.475
C -1.933 0.479 0.254 1.265 -0.725 -0.827
N -0.571 0.432 0.457 0.297 0.527 1.394
S 0.080 1.490 1.633 -2.039 -1.532 -2.012
O 0.678 0.767 2.725 -0.006 0.401 -0.263
O 0.816 2.536 0.963 -0.170 -0.260 0.662
C -1.571 2.005 2.035 -0.093 0.989 1.069
C -1.892 2.987 2.967 -0.413 -0.188 -0.217
C -3.243 3.338 3.102 0.259 -0.186 -0.094
C -4.228 2.698 2.331 0.206 0.063 0.173
C -3.881 1.710 1.412 0.432 -0.190 0.091
C -2.532 1.362 1.277 -0.913 0.845 0.097
H -1.095 3.450 3.549 -0.314 0.024 -0.093
H -3.520 4.119 3.809 -0.014 -0.196 -0.151
H -5.273 2.983 2.459 0.274 -0.064 -0.054
H -4.613 1.189 0.796 0.125 0.223 0.142
```
Positions in Å, forces in eV/Å.

## Properties
**Charge**: -1
**Energy**: -3876.67196 Ha
**Largest force on an atom**: 0.063 hartree/bohr
**2S+1**: 6